Entry 1:
Formula: C3H9N2S
Source: the Open Molecules 2025 dataset
Level of theory: ωB97M-V/def2-TZVPD

Geometry (Å):
N: -3.396 0.543 0.378
C: -2.024 1.020 0.295
N: -0.984 0.142 0.832
C: 0.029 -0.252 -0.166
C: 1.371 -0.695 0.380
S: 2.740 -0.451 -0.765
H: -3.547 -0.162 -0.339
H: -4.032 1.272 0.065
H: -1.734 1.298 -0.725
H: -1.933 1.977 0.820
H: -1.474 -0.650 1.229
H: 0.212 0.660 -0.741
H: -0.317 -1.051 -0.842
H: 1.300 -1.750 0.691
H: 1.471 -0.130 1.331

charge = -1
F_max = 0.0323 Eh/bohr
multiplicity = 1
HOMO energy = -2.19 eV
LUMO = 3.47 eV
structure (SMILES) = NCNCC[S-]
calculated total energy = -17072.526 eV

Results of the Löwdin charge analysis, in e, for atoms 1 through 8: -0.01, -0.36, -0.08, -0.38, -0.85, 0.05, 0.06, 0.05

=====

Entry 2:
Formula: C3H9N2S
Source: the Open Molecules 2025 dataset
Level of theory: ωB97M-V/def2-TZVPD

Geometry (Å):
N: -0.996 -1.274 0.937
C: -1.823 -0.283 1.302
N: -2.986 -0.075 0.783
H: 0.060 -1.106 0.951
H: -1.460 -1.955 0.357
H: -1.460 0.325 2.134
H: -3.405 0.742 1.201
C: 1.611 0.191 -1.719
C: 1.367 0.821 -0.353
S: 1.834 -0.293 1.029
H: 1.082 -0.753 -1.768
H: 2.674 -0.001 -1.841
H: 1.277 0.837 -2.535
H: 0.309 1.069 -0.246
H: 1.917 1.757 -0.231

charge = -1
F_max = 0.0131 Eh/bohr
multiplicity = 1
HOMO energy = -3.00 eV
LUMO = 4.13 eV
calculated total energy = -17073.423 eV

Results of the Löwdin charge analysis, in e, for atoms 1 through 8: 0.01, -0.46, 0.00, -0.12, 0.07, 0.11, -0.02, -0.23

=====

Entry 3:
Formula: C3H9N2S
Source: the Open Molecules 2025 dataset
Level of theory: ωB97M-V/def2-TZVPD

Geometry (Å):
C: -0.646 -1.989 -0.229
N: 0.099 -1.557 -1.411
C: 0.298 -0.263 -1.749
N: 0.995 0.011 -2.801
H: -0.576 -3.084 -0.217
H: -0.267 -1.546 0.687
H: -1.699 -1.710 -0.299
H: 0.540 -2.250 -1.988
H: -0.136 0.455 -1.051
H: 1.099 1.013 -2.928
C: 0.140 2.294 2.452
S: -0.719 0.933 1.556
H: 0.993 1.894 3.007
H: 0.434 3.099 1.772
H: -0.554 2.702 3.197

charge = -2
F_max = 0.0199 Eh/bohr
multiplicity = 2
HOMO energy (alpha / beta) = 4.30 / 0.23 eV
LUMO (alpha / beta) = 6.46 / 6.38 eV
calculated total energy = -17068.599 eV

Results of the Löwdin charge analysis, in e, for atoms 1 through 8: -0.48, -0.08, -0.44, -0.03, -0.10, -0.03, 0.01, 0.02

=====

Entry 4:
Formula: C3H9N2S
Source: the Open Molecules 2025 dataset
Level of theory: ωB97M-V/def2-TZVPD

Geometry (Å):
C: -0.158 1.224 2.276
C: -0.544 0.169 -1.409
C: 0.929 -1.945 -1.000
N: -1.029 2.153 2.563
N: 0.505 -0.801 -1.949
S: -0.276 1.189 -0.174
H: 0.488 1.056 3.191
H: -1.535 -0.072 -1.839
H: 0.275 -2.817 -1.279
H: 1.983 -2.217 -1.046
H: 0.598 -1.659 0.026
H: -1.791 2.629 2.008
H: -0.966 2.492 3.489
H: 0.091 -1.108 -2.798
H: 1.428 -0.295 -2.059

charge = +1
F_max = 0.0666 Eh/bohr
multiplicity = 1
HOMO energy = -12.12 eV
LUMO = -3.89 eV
calculated total energy = -17062.032 eV

Results of the Löwdin charge analysis, in e, for atoms 1 through 8: -0.15, -0.61, 0.00, 0.01, -0.05, 0.81, 0.07, 0.07

=====

Entry 5:
Formula: C3H9N2S
Source: the Open Molecules 2025 dataset
Level of theory: ωB97M-V/def2-TZVPD

Geometry (Å):
C: -1.472 -1.115 -0.022
C: -0.145 0.425 0.645
C: 1.783 1.026 -0.724
N: -1.427 -2.235 0.648
N: 0.443 1.421 -0.283
S: -1.908 0.469 0.745
H: -1.358 -1.022 -1.017
H: 0.472 0.065 1.430
H: 1.551 0.063 -1.235
H: 2.337 1.714 -1.477
H: 2.426 0.879 0.138
H: -1.864 -2.343 1.589
H: -0.887 -3.112 0.349
H: -0.225 1.361 -1.034
H: 0.274 2.403 0.249

charge = +1
F_max = 0.0847 Eh/bohr
multiplicity = 1
HOMO energy = -12.15 eV
LUMO = -3.16 eV
calculated total energy = -17062.836 eV

Results of the Löwdin charge analysis, in e, for atoms 1 through 8: -0.46, -0.52, -0.03, 0.05, -0.11, 0.91, 0.05, 0.07

=====

Entry 6:
Formula: C3H9N2S
Source: the Open Molecules 2025 dataset
Level of theory: ωB97M-V/def2-TZVPD

Geometry (Å):
C: -0.634 -0.365 -1.503
C: 0.861 -0.082 -1.831
C: 0.301 0.015 -0.472
N: -0.267 -0.595 2.233
N: 0.002 1.132 0.361
S: 0.747 -1.500 1.140
H: -1.435 0.188 -1.857
H: -0.895 -1.410 -1.492
H: 1.615 -0.748 -1.981
H: 1.313 0.865 -2.341
H: -1.248 -1.133 2.222
H: -0.001 -0.287 3.225
H: 0.753 1.874 0.504
H: -0.227 0.523 1.516
H: -0.885 1.524 0.275

charge = +1
F_max = 0.0787 Eh/bohr
multiplicity = 1
HOMO energy = -13.69 eV
LUMO = -3.87 eV
calculated total energy = -17062.587 eV

Results of the Löwdin charge analysis, in e, for atoms 1 through 8: -0.06, -0.03, -0.51, -0.39, 0.08, 0.81, 0.10, 0.11

=====

Entry 7:
Formula: C3H9N2S
Source: the Open Molecules 2025 dataset
Level of theory: ωB97M-V/def2-TZVPD

Geometry (Å):
C: -1.920 -0.887 -0.890
C: -1.370 -2.257 -0.800
C: 1.951 1.356 1.275
N: -3.060 -0.618 -1.270
N: 2.531 1.655 0.177
S: -0.711 0.378 -0.342
H: -1.768 -2.863 -1.611
H: -0.282 -2.251 -0.830
H: -1.691 -2.706 0.141
H: 0.885 1.160 1.294
H: 2.518 1.276 2.196
H: -3.444 0.314 -1.322
H: 3.532 1.835 0.122
H: 1.999 1.716 -0.690
H: -1.488 1.433 -0.553

charge = +1
F_max = 0.1170 Eh/bohr
multiplicity = 3
HOMO energy (alpha / beta) = -8.63 / -14.66 eV
LUMO (alpha / beta) = -4.57 / -9.29 eV
calculated total energy = -17060.311 eV

Results of the Löwdin charge analysis, in e, for atoms 1 through 8: -0.64, -0.04, -0.20, 0.33, -0.03, 0.99, 0.11, 0.09

=====

Entry 8:
Formula: C3H9N3
Source: the Open Molecules 2025 dataset
Level of theory: ωB97M-V/def2-TZVPD

Geometry (Å):
C: -1.761 -0.645 -0.925
C: -1.540 1.124 0.613
N: -2.051 -0.102 0.386
H: -2.617 -1.248 -1.231
H: -1.582 0.155 -1.676
H: -0.843 -1.248 -0.913
H: -1.877 1.585 1.535
H: -1.188 1.750 -0.220
N: 2.344 0.684 0.923
C: 1.780 -0.503 0.476
N: 2.260 -1.094 -0.571
H: 1.620 1.361 1.172
H: 2.883 0.970 0.116
H: 1.029 -0.991 1.093
H: 1.543 -1.798 -0.778

charge = -1
F_max = 0.0312 Eh/bohr
multiplicity = 2
HOMO energy (alpha / beta) = 0.40 / -3.68 eV
LUMO (alpha / beta) = 4.53 / 4.37 eV
calculated total energy = -7724.944 eV

Results of the Löwdin charge analysis, in e, for atoms 1 through 8: -0.29, -0.31, -0.26, 0.04, 0.04, 0.02, -0.05, -0.03

=====

Entry 9:
Formula: C3H9N3
Source: the Open Molecules 2025 dataset
Level of theory: ωB97M-V/def2-TZVPD

Geometry (Å):
C: -0.943 1.619 0.994
N: -0.273 1.516 -0.245
C: 0.069 0.200 -0.763
C: 1.195 -0.386 0.030
N: 1.468 -1.626 0.125
N: 0.650 -2.576 -0.470
H: -2.111 1.402 0.974
H: -0.724 2.735 1.322
H: -0.358 0.808 1.650
H: -0.739 2.087 -0.942
H: -0.816 -0.480 -0.721
H: 0.308 0.266 -1.830
H: 1.872 0.268 0.503
H: -0.296 -2.323 -0.599
H: 0.699 -3.509 -0.029

F_max = 0.0530 Eh/bohr
multiplicity = 1
HOMO energy = -8.74 eV
LUMO = 0.97 eV
structure (SMILES) = CNC/C=N\N
calculated total energy = -7725.028 eV

Results of the Löwdin charge analysis, in e, for atoms 1 through 8: -0.18, -0.20, -0.23, -0.20, -0.05, -0.01, 0.10, 0.11

=====

Entry 10:
Formula: C3H9N3
Source: the Open Molecules 2025 dataset
Level of theory: ωB97M-V/def2-TZVPD

Geometry (Å):
H: 0.973 0.934 1.724
N: 0.081 1.341 1.465
C: -0.764 0.557 0.894
N: -2.171 0.756 1.146
N: -0.560 -0.418 -0.015
C: 0.728 -1.006 -0.376
C: 1.325 -0.302 -1.597
H: -2.444 0.346 2.030
H: -2.243 1.757 1.287
H: -1.279 -0.562 -0.701
H: 1.446 -1.023 0.439
H: 0.444 -2.027 -0.634
H: 1.300 0.770 -1.403
H: 2.357 -0.621 -1.725
H: 0.808 -0.502 -2.535

F_max = 0.0331 Eh/bohr
multiplicity = 1
HOMO energy = -8.32 eV
LUMO = 0.98 eV
structure (SMILES) = [H]/N=C(/N)NCC
calculated total energy = -7726.738 eV

Results of the Löwdin charge analysis, in e, for atoms 1 through 8: 0.03, 0.09, -0.56, 0.06, 0.01, -0.24, -0.09, 0.08

=====

Entry 11:
Formula: C3H9N3
Source: the Open Molecules 2025 dataset
Level of theory: ωB97M-V/def2-TZVPD

Geometry (Å):
C: 1.150 1.194 0.018
C: -0.665 -0.503 -0.009
C: -1.673 0.711 -0.093
H: 0.682 2.022 -0.931
H: 0.900 1.911 1.184
H: 2.378 0.871 -0.008
H: 1.457 -1.787 0.835
H: 1.339 -1.887 -0.859
H: -1.851 1.238 0.937
H: -2.660 0.156 -0.242
H: -1.402 1.507 -0.837
H: -0.614 -2.380 0.048
N: 0.638 -0.163 -0.009
N: 1.611 -1.237 -0.094
N: -1.290 -1.654 0.058

F_max = 0.0863 Eh/bohr
multiplicity = 1
HOMO energy = -8.86 eV
LUMO = 0.66 eV
calculated total energy = -7723.417 eV

Results of the Löwdin charge analysis, in e, for atoms 1 through 8: -0.14, -0.48, -0.07, 0.14, 0.15, 0.12, 0.13, 0.09

=====

Entry 12:
Formula: C3H9N3
Source: the Open Molecules 2025 dataset
Level of theory: ωB97M-V/def2-TZVPD

Geometry (Å):
H: 2.725 0.315 -1.496
N: 1.765 0.004 -1.421
C: 1.138 0.433 -0.354
N: -0.210 0.090 -0.228
C: -0.677 -0.796 -1.209
N: -0.593 -0.402 1.056
C: -1.203 0.653 1.905
H: 1.405 1.153 0.494
H: -0.284 -1.872 -1.270
H: -1.701 -1.123 -0.958
H: -0.751 -0.239 -2.204
H: 0.300 -0.725 1.462
H: -0.467 1.508 2.044
H: -1.876 1.102 1.183
H: -1.635 0.288 2.848

F_max = 0.0796 Eh/bohr
multiplicity = 1
HOMO energy = -8.95 eV
LUMO = 0.94 eV
structure (SMILES) = [H]/N=C/N(C)NC
calculated total energy = -7724.896 eV

Results of the Löwdin charge analysis, in e, for atoms 1 through 8: 0.03, 0.09, -0.26, -0.26, -0.16, -0.10, -0.10, 0.14

=====

Entry 13:
Formula: C3H9N3
Source: the Open Molecules 2025 dataset
Level of theory: ωB97M-V/def2-TZVPD

Geometry (Å):
C: 2.801 -0.462 0.057
C: -0.622 -0.248 -0.423
C: -2.980 0.192 0.033
N: 1.733 -1.119 0.205
N: 3.018 0.801 -0.202
N: -1.571 0.045 0.364
H: 3.810 -1.041 0.286
H: -0.410 -0.460 -1.442
H: -3.441 1.121 0.333
H: -3.691 -0.362 0.748
H: -3.406 -0.213 -0.981
H: 1.622 -2.096 0.221
H: 3.926 1.210 0.208
H: 2.290 1.377 -0.599
H: -1.453 0.002 1.408

charge = +2
F_max = 0.0936 Eh/bohr
multiplicity = 3
HOMO energy (alpha / beta) = -19.03 / -20.18 eV
LUMO (alpha / beta) = -8.96 / -12.81 eV
calculated total energy = -7703.231 eV

Results of the Löwdin charge analysis, in e, for atoms 1 through 8: -0.21, 0.26, -0.04, 0.28, 0.26, 0.00, 0.23, 0.12

=====

Entry 14:
Formula: C3H9N3O
Source: the Open Molecules 2025 dataset
Level of theory: ωB97M-V/def2-TZVPD

Geometry (Å):
C: -0.627 1.040 2.738
N: 0.702 1.702 0.253
C: -0.560 0.220 1.487
N: 0.018 0.548 0.403
H: 0.438 2.488 0.844
H: 0.838 1.911 -0.726
H: -1.027 -0.758 1.463
H: -1.081 0.470 3.546
H: 0.382 1.346 3.043
H: -1.221 1.946 2.571
N: 0.426 -2.507 -3.192
C: 0.314 -2.001 -1.968
O: 0.295 -0.655 -2.039
H: 0.567 -1.922 -4.018
H: 0.366 -3.502 -3.329
H: 0.172 -0.327 -1.076

F_max = 0.0235 Eh/bohr
multiplicity = 1
HOMO energy = -7.91 eV
LUMO = 0.90 eV
calculated total energy = -9772.516 eV

Results of the Löwdin charge analysis, in e, for atoms 1 through 8: -0.08, 0.04, -0.20, -0.10, 0.09, 0.09, 0.11, 0.07

=====

Entry 15:
Formula: C3H9N3O
Source: the Open Molecules 2025 dataset
Level of theory: ωB97M-V/def2-TZVPD

Geometry (Å):
H: 0.932 -0.399 -2.350
N: 0.792 -0.923 -1.491
C: 1.869 -1.524 -1.187
N: 1.960 -2.327 -0.082
H: 2.778 -1.473 -1.789
H: 1.211 -2.198 0.582
H: 2.869 -2.468 0.322
C: -1.908 0.772 -0.271
C: -1.622 1.557 0.975
N: -0.264 1.480 1.467
O: -2.471 2.183 1.555
H: -1.063 0.782 -0.947
H: -2.817 1.166 -0.719
H: -2.094 -0.261 0.029
H: 0.149 2.408 1.456
H: -0.320 1.227 2.449

F_max = 0.0075 Eh/bohr
multiplicity = 1
HOMO energy = -9.48 eV
LUMO = 0.88 eV
structure (SMILES) = [H]/N=C/N.CC(N)=O
calculated total energy = -9774.535 eV

Results of the Löwdin charge analysis, in e, for atoms 1 through 8: 0.04, 0.06, -0.39, 0.06, 0.11, 0.09, 0.08, -0.03